[1]
C16H18ClI2NO4 in the gas phase, computed with ωB97M-V/def2-TZVPD.

ORCA input file:
```
! wB97M-V def2-TZVPD RIJCOSX def2/J DEFGRID3
* xyz 0 1
I -0.40149 -3.02581 -1.30410
I -4.09631 -1.01741 1.72592
Cl -0.55521 2.25239 -2.91408
O -3.00080 1.53133 -0.22411
O 0.11114 -0.23884 -3.16611
O -1.79902 0.23473 -1.93502
O 1.33410 -0.38562 -0.27080
N 1.68720 0.96993 -4.84500
C 0.75351 0.54923 -4.18641
C -0.51616 -1.12595 2.66517
C -2.72937 -2.10971 0.44456
C 0.91643 1.93943 -0.24179
C -2.12569 0.73002 -0.59611
C -0.98313 -0.06977 0.26475
C 0.26305 0.52148 -0.61009
C 2.49461 -0.28168 -1.13087
C 0.01934 3.69046 1.59830
C -1.47693 -1.59033 -0.05892
C 0.82810 -1.64684 2.57971
C -0.03777 3.08210 0.30605
C -0.37779 0.58194 -2.07692
C -0.81480 0.24067 1.82453
C -3.20573 -3.62974 0.09938
C 3.87583 -0.04937 -0.28236
H 1.76501 -0.99322 2.65499
H 2.63519 -1.33174 -1.60968
H 0.04125 0.94139 2.10549
H 1.01444 -2.78180 2.44446
H 4.48614 0.71706 -0.88128
H 4.48179 -1.03604 -0.29615
H 1.54139 2.40088 -1.10425
H 0.94180 3.71313 2.26778
H -2.47053 -4.32052 0.65241
H -1.29549 -1.65894 3.30340
H -1.76344 0.71274 2.29656
H -0.91210 4.25547 1.97350
H 3.68019 0.26966 0.79912
H -3.26155 -3.82691 -1.02535
H 1.69679 1.72881 0.59125
H 2.39696 0.44006 -2.01239
H -0.89255 3.45827 -0.37701
H -4.24841 -3.84093 0.55147
*
```

The SMILES is C=CC[C@]1(OCC)[C@@](Cl)(OC#N)OC(=O)[C@@]1(CC=C)/C(I)=C(/C)I.

=====

[2]
3 unconnected molecules or ions with the total composition C2H10N2O2, computed with ωB97M-V/def2-TZVPD.

ORCA input file:
```
! wB97M-V def2-TZVPD RIJCOSX def2/J DEFGRID3
* xyz 0 1
O 0.15970 -1.83854 -1.19906
O 2.77682 -1.96438 0.46566
N -2.49358 2.00688 -0.31567
N 0.70473 0.52155 0.85978
C -0.30630 1.03958 0.02099
C -1.58636 1.14490 0.36367
H 0.56524 -2.04036 -2.05972
H -3.17179 2.40619 0.30709
H 0.38652 -0.13617 1.55344
H 3.12595 -2.58618 1.09594
H -2.02944 0.71935 1.25456
H -2.07884 2.78395 -0.80960
H 1.86412 -2.20382 0.21396
H 1.61069 0.55571 0.44916
H 0.33605 -0.88217 -1.17932
H 0.05129 1.54448 -0.87100
*
```

The SMILES is N/C=C/N.O.O. The energy above the lowest of the compared OMol25 structures with the same formula, charge and spin comes out at 26.0 kcal/mol.

=====

[3]
C6H6O in the gas phase, computed with ωB97M-V/def2-TZVPD.

ORCA input file:
```
! wB97M-V def2-TZVPD RIJCOSX def2/J DEFGRID3
* xyz 0 1
O -1.27364 -0.70826 0.92013
C -1.24247 0.11821 -2.49564
C 0.62680 0.71929 0.54385
C 1.54394 -0.33575 0.97167
C 2.33040 -1.14485 1.39062
C -0.74269 0.25382 0.04569
C -0.82810 -0.08809 -1.38432
H 3.02155 -1.86824 1.76308
H 1.08844 1.33419 -0.23837
H -1.36495 1.15852 0.03976
H 0.42659 1.37538 1.39772
H -1.86382 -1.28520 0.42374
H -1.72204 0.47098 -3.37794
*
```

The SMILES is C#CC[C@H](O)C#C. The energy above the lowest of the compared OMol25 structures with the same formula, charge and spin comes out at 99.9 kcal/mol.

=====

[4]
A molecular structure, C12H21BrCuN3, computed with ωB97M-V/def2-TZVPD.

ORCA input file:
```
! wB97M-V def2-TZVPD RIJCOSX def2/J DEFGRID3
* xyz 0 1
Br -1.71715 1.26798 3.67293
Cu -1.46829 0.51183 1.10090
N 0.34042 -0.84249 0.52113
N -2.73915 -1.58783 0.69428
N -0.37933 2.53602 0.64312
C 2.94506 3.43990 1.28630
C -5.67765 -2.10527 -1.24802
C 1.45190 -1.12903 0.46459
C 1.55484 4.01291 1.57637
C -4.82359 -2.85051 -0.21581
C 3.03306 1.93068 1.46147
C 3.24133 -0.35821 -1.86697
C -3.63946 -2.14448 0.25924
C 0.47367 3.17679 1.05931
C -4.87242 -1.43819 -2.35977
C 3.42479 -1.60835 -1.03322
C 2.84749 -1.51862 0.38432
H 1.44713 5.02529 1.18972
H 2.97500 -2.50085 0.84690
H -4.50120 -3.80273 -0.64930
H -5.39474 -3.13695 0.66956
H -6.24513 -1.33997 -0.71593
H -5.17958 -0.41965 -2.58927
H 4.47403 -1.90180 -0.96206
H 3.60430 3.93378 2.00698
H -6.39510 -2.81746 -1.65233
H -4.79589 -2.02000 -3.27587
H 4.03823 1.53963 1.32020
H 2.29763 1.42769 0.83176
H -3.84741 -1.29643 -1.99865
H 2.97923 -2.48856 -1.50549
H 3.41152 -0.60316 -2.91988
H 3.98876 0.41356 -1.67532
H 2.24081 0.06763 -1.80103
H 2.72964 1.67038 2.48262
H 3.42501 -0.84517 1.02103
H 1.38880 4.06841 2.65486
H 3.36342 3.73325 0.32135
*
```

The energy above the lowest of the compared OMol25 structures with the same formula, charge and spin comes out at 0.0 kcal/mol.

=====

[5]
2 unconnected molecules or ions with the total composition C6H17NO, computed with ωB97M-V/def2-TZVPD.

ORCA input file:
```
! wB97M-V def2-TZVPD RIJCOSX def2/J DEFGRID3
* xyz 0 1
O 1.70240 -3.35658 3.18668
N -0.26455 -0.39132 -1.78209
C -0.33045 1.68865 -0.18811
C -0.01842 -1.70617 -1.18802
C -0.62124 1.68826 1.43486
C 1.40639 -2.05091 -0.62103
C -0.60007 3.16280 -0.79876
C -0.97404 0.65308 -1.00045
H -0.38538 -2.41510 -1.90932
H -0.85102 3.80415 -0.01964
H 1.53941 -1.82766 0.49078
H 2.21490 -1.35054 -0.89647
H -0.53655 -1.82716 -0.15708
H -1.83000 -0.01379 -0.43052
H -0.95037 2.67024 1.71485
H -1.73488 1.18139 -1.70603
H 0.12924 1.23666 2.02290
H 0.95210 -3.20136 3.91507
H 1.10335 -3.95972 2.72732
H 1.49513 -3.10536 -0.75685
H -1.42223 3.26434 -1.57606
H 0.20404 3.65070 -1.24277
H 0.39967 -0.27902 -2.57068
H 0.74975 1.59093 -0.34669
H -1.37719 0.89349 1.69808
*
```

The SMILES is CCNCC(C)C.O. The energy above the lowest of the compared OMol25 structures with the same formula, charge and spin comes out at 79.4 kcal/mol.

=====

[6]
3 unconnected molecules or ions with the total composition C10H23BN2O5P, computed with ωB97M-V/def2-TZVPD.

ORCA input file:
```
! wB97M-V def2-TZVPD RIJCOSX def2/J DEFGRID3
* xyz -1 1
P -0.97236 0.99965 -4.59594
O -0.45543 1.18252 -0.77604
O 0.58677 -1.47678 4.15685
O -1.02970 -0.60284 -4.03285
O -1.33930 -0.31676 3.99283
O -0.26104 -1.04290 -1.02105
N -2.37021 1.86393 -3.93996
N 4.00558 0.75788 -3.28347
C 1.90493 1.04606 -4.62694
C -0.19222 -2.18042 -0.15183
C -0.41924 -1.06853 4.65622
C 3.27621 1.61485 -4.26668
C -0.85292 -1.25682 6.09711
C 0.34746 -1.64323 1.16515
C -2.37335 0.10315 4.89932
C -0.20228 -0.22743 1.19305
C -2.33292 -0.89334 6.04738
C -0.31289 0.10932 -0.28452
B 0.65705 1.72052 -3.79753
H -2.85937 1.29043 -3.25669
H 0.46549 0.46317 1.69912
H -2.91963 -1.77716 5.79143
H 3.23249 2.65315 -3.92921
H 0.57581 2.93114 -3.91222
H -0.68745 -2.28170 6.41653
H 0.70802 1.41061 -2.64266
H -1.19855 -2.59781 -0.04829
H 0.06302 -2.24459 2.02155
H 0.45470 -2.93392 -0.59677
H -2.72436 -0.49012 6.97967
H -0.28273 -0.57027 6.72460
H -0.72129 -0.62393 -3.11030
H 3.97109 1.17507 -2.36189
H 1.90621 -0.02723 -4.42999
H 3.90280 1.61414 -5.16618
H -3.32697 0.09932 4.37677
H -1.19350 -0.19035 1.63707
H 1.43750 -1.60921 1.12700
H 4.97432 0.71529 -3.57288
H -2.15348 1.12211 5.22492
H 1.73184 1.15434 -5.70551
H -3.02011 2.02868 -4.69718
*
```

=====

[7]
C31H30N4O4 in the gas phase, computed with ωB97M-V/def2-TZVPD.

ORCA input file:
```
! wB97M-V def2-TZVPD RIJCOSX def2/J DEFGRID3
* xyz 0 1
O -1.62675 -1.88875 -4.26911
O -1.83919 0.23103 -4.83862
O 1.43421 -0.40989 -1.86134
O 2.52694 1.70139 4.25732
N -1.54260 -0.68083 -4.00749
N -8.48084 1.33608 -2.88192
N 0.21813 1.01656 1.67710
N 0.28278 1.34149 3.91559
C 0.81050 -2.05783 -3.43081
C -5.56823 0.69810 -0.93007
C -0.91648 -0.20235 -2.54998
C -3.28262 0.28066 -1.68760
C -7.36273 1.14255 -2.58233
C -1.50503 2.53860 2.76481
C 0.97352 -3.07560 -5.63621
C 6.53412 0.39746 2.98212
C -0.09047 1.58256 5.29154
C -4.24644 0.31339 -0.66664
C 2.46285 -0.05218 1.67089
C 0.62782 -1.98926 -4.82426
C -5.01891 0.87265 -3.27989
C 5.81008 -0.75288 3.31986
C 1.43023 -3.18402 -2.88565
C 1.46284 -4.25708 -5.06790
C 0.51192 -0.87431 -2.53758
C 1.63331 1.18381 2.02299
C 5.95067 1.37571 2.16540
C -0.11479 0.63878 0.39553
C -1.82154 -0.20139 -1.39245
C -1.36940 0.58969 -0.15263
C 4.50297 -0.91661 2.85792
C 1.58865 1.44689 3.52114
C -1.61484 0.03460 3.05761
C 4.64046 1.21319 1.70505
C -5.97363 0.89890 -2.26574
C 3.90724 0.08536 2.08662
C -3.66980 0.71407 -2.95702
C 1.70321 -4.29107 -3.69169
C -0.68604 1.23814 2.82850
H 2.04165 2.08245 1.51658
H 1.66206 -5.13437 -5.68736
H -1.01306 -0.85652 3.29323
H -0.85215 3.39755 2.96432
H 6.25642 -1.52316 3.95034
H 7.55201 0.53274 3.35330
H -2.95423 1.03593 -3.68682
H 2.39356 -0.23010 0.58696
H 0.81773 1.65656 5.89487
H 1.62624 -3.19329 -1.81324
H -0.65861 2.51772 5.39405
H -1.92220 -1.24962 -1.04726
H -6.27583 0.86585 -0.10786
H 0.75718 0.56421 -0.27289
H 3.91452 -1.80005 3.11472
H -0.66563 0.84522 -2.79438
H -2.27498 0.25298 3.90713
H 2.10330 -5.19467 -3.23116
H -0.70614 0.75911 5.67269
H -2.22134 -0.15740 2.16353
H -3.93095 0.15780 0.36682
H -2.19182 1.20995 0.23759
H 4.16909 1.96893 1.06992
H 2.00721 -0.92040 2.17593
H -2.27738 2.51162 3.54460
H -5.30363 1.00563 -4.32980
H 0.37782 -1.05328 -5.33676
H 0.76786 -3.02632 -6.70459
H 6.50613 2.27346 1.89032
H -1.98694 2.66387 1.79215
*
```

The SMILES is CN1C(=O)[C@@H](Cc2ccccc2)N(/C=C/[C@@H](c2ccc(C#N)cc2)[C@@H](C(=O)c2ccccc2)[N+](=O)[O-])C1(C)C.

=====

[8]
C6H11IN2O3 in the gas phase, computed with ωB97M-V/def2-TZVPD.

ORCA input file:
```
! wB97M-V def2-TZVPD RIJCOSX def2/J DEFGRID3
* xyz 0 1
I -0.25826 1.51417 -3.41746
O -0.30353 -3.40541 0.62370
O 0.84022 -0.79848 -1.46577
O 3.12398 0.11703 -1.78310
N 1.21562 1.72350 -1.93398
N -1.30340 -1.24580 1.20287
C 1.13954 -1.46186 -0.18639
C 1.78081 0.31787 -1.71806
C 0.60136 2.28046 -0.66420
C -0.20030 -2.05132 0.55244
C -2.08442 -0.40811 0.21364
C -0.67903 -0.24821 2.19915
H -1.41635 0.35745 -0.37599
H 0.47943 -0.44384 2.32608
H 1.91540 -2.34974 -0.36728
H 1.72814 -0.68629 0.49882
H -2.83216 0.25682 0.86472
H 1.12471 3.25732 -0.26196
H -2.77093 -1.02342 -0.51734
H 0.60458 1.39919 0.14039
H -0.87880 0.84372 1.76220
H -0.54974 2.46686 -0.90943
H -1.27687 -0.41189 3.21696
*
```

The SMILES is CN(C)C(=O)COC(=O)N(C)I.

=====

Table of HOMO-LUMO gap (eV), in record order: 8.224 7.912 10.590 7.800 8.860 4.075 7.412 8.586
Table of largest force on an atom (Eh/bohr), in record order: 0.12606 0.03035 0.01502 0.02307 0.11464 0.02425 0.07935 0.18333